(1)
C17H34O2P2V as an isolated structure at a distorted geometry, computed with the ωB97M-V functional and the def2-TZVPD basis.

```
56
Properties=species:S:1:pos:R:3:forces:R:3
P 4.587 -1.434 -4.124 0.930 -0.493 -0.546
P 2.050 -2.672 -5.354 0.214 -0.389 -0.946
C 4.843 -2.640 -5.538 -0.061 0.160 0.384
C 3.601 -2.707 -6.414 -0.318 0.163 0.238
H 5.059 -3.619 -5.085 -0.019 0.196 -0.185
H 5.721 -2.304 -6.111 -0.083 -0.303 0.167
H 3.547 -1.837 -7.087 0.073 -0.247 0.122
H 3.584 -3.629 -7.014 -0.011 0.362 -0.048
C 1.983 -4.504 -5.099 -0.245 0.066 0.189
H 1.001 -4.769 -4.685 0.255 -0.073 -0.066
H 2.757 -4.806 -4.379 -0.204 0.026 -0.173
H 2.140 -5.027 -6.054 -0.076 0.070 0.306
C 0.900 -2.508 -6.774 -0.313 -0.111 0.097
H 1.082 -3.298 -7.514 -0.153 0.200 0.029
H 1.059 -1.523 -7.233 -0.115 -0.236 0.059
H -0.132 -2.564 -6.405 0.155 0.007 -0.256
C 6.151 -1.850 -3.265 0.122 0.239 0.146
H 6.289 -1.161 -2.422 0.143 -0.209 -0.143
H 6.998 -1.779 -3.958 0.001 -0.065 0.255
H 6.067 -2.874 -2.877 0.103 0.243 -0.036
C 5.128 0.057 -5.074 -0.074 0.159 0.268
H 4.346 0.346 -5.789 0.203 -0.027 0.149
H 6.063 -0.161 -5.611 -0.240 0.168 0.122
H 5.284 0.890 -4.375 -0.012 -0.093 -0.255
V 0.252 -0.076 -0.491 -3.594 3.312 3.646
C -0.443 -0.658 -2.452 -0.380 -3.000 0.047
C -0.104 -1.800 -1.676 -1.220 0.471 -2.036
C 1.215 -2.504 -1.581 1.010 -1.309 -0.082
C 2.236 -2.056 -0.500 -0.039 -1.085 -0.205
C 2.299 -0.599 -0.246 1.908 1.974 -1.526
C 2.128 0.444 -1.209 2.152 -1.221 1.584
C 1.934 0.310 -2.677 0.250 -0.120 -1.729
C 0.469 0.219 -3.207 1.110 0.811 -0.456
C 0.494 1.026 1.282 0.312 -0.026 -0.394
H -1.495 -0.534 -2.726 0.250 0.104 0.687
H -0.962 -2.413 -1.358 0.281 0.491 -0.067
H 1.732 -2.569 -2.553 -0.268 0.355 0.235
H 0.985 -3.556 -1.329 0.051 0.347 -0.193
H 2.024 -2.579 0.450 -0.067 0.270 -0.273
H 3.224 -2.448 -0.804 -0.166 0.222 0.076
H 2.800 -0.312 0.691 -0.648 -0.003 -0.352
H 2.431 1.449 -0.875 -0.372 -0.521 0.126
H 2.531 -0.520 -3.113 -0.550 0.380 0.519
H 2.360 1.226 -3.131 -0.139 -0.389 0.135
H 0.059 1.243 -3.273 -0.096 -0.354 0.148
H 0.523 -0.133 -4.250 -0.041 0.065 0.154
H -0.190 1.885 1.407 0.478 -0.501 0.280
H 1.518 1.230 1.632 -0.362 0.089 0.069
H 0.071 0.138 1.800 0.134 0.390 0.450
C -3.646 0.424 1.510 0.297 0.195 -0.216
O -2.230 0.527 1.296 -0.578 -0.346 -0.095
C -1.840 0.486 -0.008 0.560 -0.556 -1.469
O -2.646 0.672 -0.919 -0.125 0.053 0.843
H -4.144 1.273 1.035 -0.167 -0.257 0.105
H -3.772 0.444 2.589 -0.135 -0.021 -0.023
H -3.998 -0.527 1.084 -0.121 0.369 0.135
```
Forces are in eV/Å.

For the gap between HOMO and LUMO (spin up / spin down), the calculation gives 7.425 / 6.776 eV. As for the spin multiplicity: 4. Its expectation value of S² is 3.778.

***

(2)
A 2-piece molecular cluster, C16H15N5O5 overall at a distorted geometry, computed with the ωB97M-V functional and the def2-TZVPD basis.

```
41
Properties=species:S:1:pos:R:3:forces:R:3
C -0.050 -2.171 -3.023 0.225 0.373 0.039
C -1.022 -1.109 -2.554 -0.371 0.159 0.220
C -2.146 -0.829 -3.533 -0.160 0.056 -0.014
N -0.886 -0.549 -1.409 -1.763 -1.082 -0.130
C -2.060 0.161 -0.852 -0.224 0.693 -0.658
C -2.040 0.293 0.651 0.088 -0.178 -0.013
C -1.198 1.235 1.238 0.021 -0.282 0.319
C -1.115 1.327 2.628 -0.153 -0.022 -0.029
C -1.929 0.520 3.434 0.038 -0.101 -0.301
C -2.806 -0.398 2.840 0.092 0.221 0.036
C -2.866 -0.510 1.449 0.428 0.240 -0.008
H -0.138 -2.291 -4.106 0.210 -0.093 0.208
H 0.979 -1.905 -2.769 -0.029 -0.244 -0.073
H -0.276 -3.131 -2.536 0.010 0.306 -0.068
H -1.862 -1.184 -4.527 -0.127 0.083 0.182
H -3.079 -1.341 -3.256 0.182 0.143 0.024
H -2.347 0.248 -3.605 -0.045 -0.253 0.139
H -2.079 1.181 -1.281 -0.076 -0.257 0.080
H -3.022 -0.313 -1.126 0.495 0.035 -0.131
H -0.605 1.884 0.590 -0.056 -0.140 0.243
H -0.421 2.041 3.074 -0.252 -0.159 -0.017
H -1.879 0.612 4.522 -0.010 -0.073 -0.366
H -3.447 -1.025 3.463 0.205 0.210 -0.169
H -3.541 -1.219 0.963 0.198 0.157 0.241
O 2.991 0.567 4.030 0.040 0.835 -2.342
N 3.153 1.250 3.003 1.104 1.393 2.164
O 3.662 2.395 3.025 -0.906 -1.996 -0.203
C 2.736 0.756 1.707 -0.607 -0.047 -1.483
C 2.816 1.583 0.590 0.013 -0.601 1.583
C 2.250 1.165 -0.641 -1.384 -2.162 0.419
N 2.471 1.984 -1.812 0.047 1.527 -2.581
O 3.091 3.061 -1.699 -1.084 -2.127 0.216
O 2.028 1.574 -2.911 0.728 0.563 2.242
C 1.485 -0.020 -0.765 2.261 1.323 -1.203
C 1.555 -0.937 0.305 -0.442 -2.176 1.453
N 1.181 -2.253 0.372 1.537 1.609 1.720
O 1.649 -2.661 1.655 -0.496 2.163 -1.528
N 2.219 -1.636 2.378 -0.692 0.572 -2.272
C 2.169 -0.572 1.536 0.544 -0.933 1.634
H 3.298 2.554 0.669 -0.153 -0.219 0.007
H 1.082 -0.335 -1.718 0.567 0.481 0.420
```
Forces are in eV/Å.

As for the structure (SMILES): O=[N+]([O-])c1cc([N+](=O)[O-])c2nonc2c1.CC(C)=NCc1ccccc1. For the gap between HOMO and LUMO, the calculation gives 7.221 eV.

***

(3)
One molecule with the formula C4H10N2O2 at a distorted geometry, computed with the ωB97M-V functional and the def2-TZVPD basis.

```
18
Properties=species:S:1:pos:R:3:forces:R:3
C 0.148 1.639 -0.072 2.760 -1.367 0.350
N 0.412 2.278 -1.364 -0.446 2.574 1.158
C 0.145 0.107 -0.432 -0.697 0.275 1.019
C -1.318 -0.423 -0.399 -0.942 -1.283 0.614
N 0.734 -0.587 0.733 1.402 -0.654 -3.461
C 0.857 -1.946 0.630 -0.071 -0.499 0.630
O 0.503 -2.435 1.881 0.408 0.195 -0.620
O 1.186 -2.619 -0.339 -0.586 1.170 1.688
H -0.746 1.925 0.543 0.628 -0.015 -0.702
H 1.141 1.842 0.549 -2.190 -0.483 -0.942
H -0.493 2.393 -1.831 0.441 0.244 -0.125
H 0.755 3.242 -1.085 -0.716 -1.222 -1.103
H 0.763 -0.026 -1.386 -1.159 -0.090 1.513
H -2.091 0.095 -0.939 0.013 0.641 -0.619
H -1.745 -0.493 0.654 0.920 0.664 -0.873
H -1.460 -1.487 -0.679 0.667 0.464 -0.347
H 0.368 -0.183 1.534 -0.574 0.017 2.034
H 0.839 -3.321 2.001 0.141 -0.628 -0.213
```
Forces are in eV/Å.

As for the structure (SMILES): C[C@@H](CN)NC(=O)O. For the gap between HOMO and LUMO, the calculation gives 10.473 eV.

***

(4)
One molecule with the formula C2H3OP at a distorted geometry, computed with the ωB97M-V functional and the def2-TZVPD basis.

```
7
Properties=species:S:1:pos:R:3:forces:R:3
C 0.003 0.336 1.180 -0.656 -0.237 -1.274
C 1.077 0.150 -0.909 -1.341 -0.401 0.561
O -1.268 -1.485 -0.670 -0.256 0.513 -0.352
P -0.654 -0.175 -0.396 2.067 -2.345 2.062
H 0.251 -0.517 1.837 0.662 0.139 -0.252
H 1.639 0.712 -0.186 1.086 0.170 0.644
H -1.048 0.979 -0.855 -1.563 2.161 -1.389
```
Forces are in eV/Å.

For the gap between HOMO and LUMO (spin up / spin down), the calculation gives 7.689 / 6.970 eV.

***

(5)
C2H8N3 as an isolated structure at a distorted geometry, computed with the ωB97M-V functional and the def2-TZVPD basis.

```
13
Properties=species:S:1:pos:R:3:forces:R:3
C 1.136 -0.084 -0.508 -0.371 2.076 1.211
C -1.868 -0.568 0.829 -1.620 -0.308 0.288
N 0.563 0.712 0.350 0.048 -1.241 -1.607
N 2.391 -0.232 -0.677 2.129 -0.694 -0.408
N -1.739 0.313 -0.041 -2.694 0.850 -1.041
H 0.621 -0.607 -1.259 -1.652 -0.621 -0.488
H -2.817 -0.898 1.173 -0.862 -0.409 0.144
H -1.035 -0.979 1.289 1.684 -0.681 0.784
H -0.570 0.728 0.057 0.751 0.664 0.326
H 1.071 1.326 0.935 0.776 0.445 0.558
H 2.763 -0.799 -1.385 0.080 -0.980 -1.134
H 3.112 0.157 -0.152 0.946 1.113 1.402
H -2.639 0.699 -0.378 0.784 -0.213 -0.037
```
Forces are in eV/Å.

The net charge is +1. For the gap between HOMO and LUMO, the calculation gives 11.433 eV.

***

Looking at calculated total energy for the records above, in order, we have -2445.10632, -1268.34508, -418.39249, -494.30274, -244.99585 Ha.
Looking at ΔE to the lowest compared entry with this formula, charge and spin for the records above, in order, we have 0.00, 210.62, 42.96, 163.64, 45.02 kcal per mole.